Entry 1:
Molecular formula: C6H12P2
Method: DFT, wB97M-V/def2-TZVPD

Atoms and positions in Å:
C: 1.824 -0.394 -1.705
C: 1.198 -0.419 -0.319
C: -0.460 1.483 -0.492
C: 0.016 0.492 2.004
C: -1.345 -0.930 -0.130
C: -0.182 0.049 -0.029
P: 2.821 0.513 -0.542
P: 1.820 -2.074 -0.961
H: 1.379 -0.191 -2.726
H: 0.391 2.047 -0.276
H: -1.471 1.778 -0.100
H: -0.629 1.748 -1.551
H: 0.056 1.520 2.046
H: -0.809 -0.162 2.474
H: 0.871 -0.103 2.279
H: -0.915 -1.943 -0.259
H: -1.918 -0.633 -0.922
H: -1.984 -1.103 0.806
H: 3.710 -0.686 -0.024
H: 0.770 -2.576 -1.698

Cartesian forces, eV/Å:
-0.514 -0.917 -1.457
0.257 -0.540 -2.008
-2.373 -1.021 -0.913
-1.751 -5.440 -2.845
1.805 -1.792 2.999
0.149 1.829 4.506
0.399 -1.437 1.382
1.145 0.860 0.769
0.685 0.085 1.548
0.873 1.475 1.095
1.306 0.278 0.449
0.261 -1.136 -0.325
-0.101 2.008 0.488
0.643 1.951 -0.662
0.852 0.536 -0.054
-0.429 0.451 -0.433
-1.829 0.319 -2.155
0.840 0.947 -1.241
-0.986 1.677 -0.788
-1.232 -0.131 -0.354

Kohn-Sham gap   9.01 eV
Relative energy (zero: lowest compared OMol25 entry of this formula, charge and spin)   321.72 kJ/mol
Spin multiplicity   1

***

Entry 2:
Molecular formula: C3H2FHgLiO2
Method: DFT, wB97M-V/def2-TZVPD

Atoms and positions in Å:
O: -1.665 1.430 -1.031
C: -1.127 1.500 0.073
O: -0.076 2.235 0.237
Li: -0.536 3.021 -1.631
Hg: 0.747 2.169 1.927
C: -1.846 -0.834 0.694
C: -1.293 0.322 1.027
H: -1.628 -1.745 1.251
H: -2.714 -0.805 0.036
F: -0.294 0.382 1.993

Cartesian forces, eV/Å:
0.480 1.677 1.499
-1.944 -4.586 -1.834
-0.625 2.349 -3.357
-0.278 -0.026 -0.597
3.759 2.338 4.285
-0.718 0.500 1.211
-0.320 0.386 -1.863
-0.039 0.144 -0.132
0.523 -0.161 -0.362
-0.839 -2.623 1.150

Kohn-Sham gap   6.63 eV
Net charge   +2
Spin multiplicity   1

***

Entry 3:
Molecular formula: C5H7INS
Method: DFT, wB97M-V/def2-TZVPD

Atoms and positions in Å:
C: 0.462 -1.773 -0.573
C: -0.077 -0.524 -0.551
C: 1.413 -0.656 1.332
C: -1.167 -0.122 -1.405
C: 0.036 1.601 0.693
N: 0.375 0.289 0.393
S: 1.578 -2.151 0.611
I: 2.083 -0.063 3.125
H: 0.008 -2.499 -1.259
H: -0.797 0.870 -1.715
H: -1.294 -0.815 -2.099
H: -2.104 0.099 -0.874
H: -0.080 1.642 1.885
H: 0.641 2.319 0.132
H: -1.077 1.783 0.305

Cartesian forces, eV/Å:
-1.123 -1.060 -1.592
0.139 -0.959 1.189
-2.721 2.643 -2.806
0.251 4.362 2.436
-3.767 1.552 1.824
4.513 -5.344 3.294
-0.403 1.279 0.541
0.235 0.279 0.178
0.843 0.047 0.411
-0.704 -0.344 -1.101
-0.772 -2.497 -3.495
0.266 -0.356 0.090
0.733 0.683 -2.717
0.252 0.096 0.835
2.259 -0.380 0.913

Kohn-Sham gap   7.93 eV
Relative energy (zero: lowest compared OMol25 entry of this formula, charge and spin)   103.75 kJ/mol
Net charge   +1
Spin multiplicity   1

***

Entry 4:
Molecular formula: C44H58ClHfN6O3S2
Method: DFT, wB97M-V/def2-TZVPD

Atoms and positions in Å:
Hf: 0.196 0.189 -0.278
C: 1.237 3.028 3.279
C: 0.041 3.700 3.491
C: -1.081 3.319 2.784
C: -1.007 2.282 1.855
N: 0.178 1.679 1.614
C: 1.250 2.030 2.329
C: -2.173 1.797 1.081
C: -3.460 2.270 1.343
C: -4.533 1.840 0.582
C: -4.323 0.932 -0.450
C: -3.043 0.460 -0.703
C: -1.940 0.872 0.051
H: 2.138 3.279 3.821
H: -0.016 4.516 4.200
H: -2.013 3.841 2.939
H: 2.162 1.480 2.123
H: -3.642 2.983 2.137
H: -5.526 2.219 0.787
H: -5.155 0.598 -1.058
H: -2.893 -0.238 -1.522
C: -3.254 3.110 -3.072
O: -1.984 2.682 -2.574
C: -1.411 3.384 -1.594
S: -2.045 4.732 -0.925
S: 0.182 2.757 -1.221
H: -3.534 2.360 -3.809
H: -3.165 4.092 -3.536
H: -3.985 3.159 -2.268
C: 3.578 -2.019 -0.862
N: 3.649 -1.997 0.589
C: 4.973 -2.265 1.132
C: 2.602 -1.606 1.345
O: 1.684 -0.869 0.883
N: 2.556 -2.021 2.631
C: 1.746 -1.327 3.614
C: 3.014 -3.339 3.051
H: 3.883 -3.005 -1.220
H: 4.252 -1.273 -1.283
H: 2.561 -1.834 -1.187
H: 5.697 -1.710 0.534
H: 5.232 -3.324 1.086
H: 5.041 -1.916 2.158
H: 1.428 -0.369 3.224
H: 2.337 -1.179 4.520
H: 0.861 -1.918 3.861
H: 3.285 -3.943 2.192
H: 2.192 -3.839 3.566
H: 3.863 -3.280 3.734
Cl: 4.398 0.427 -4.537
C: 3.910 1.082 -3.019
C: 4.601 2.125 -2.429
C: 4.141 2.590 -1.210
C: 3.020 2.013 -0.644
N: 2.357 0.994 -1.210
C: 2.808 0.541 -2.384
H: 5.463 2.560 -2.916
H: 4.629 3.413 -0.708
H: 2.619 2.408 0.277
H: 2.269 -0.266 -2.861
C: -3.176 -0.064 4.595
N: -2.678 -0.519 3.300
C: -3.640 -1.091 2.374
C: -1.390 -0.390 3.018
O: -0.808 -0.733 1.989
H: -4.253 0.065 4.519
H: -2.737 0.897 4.859
H: -2.968 -0.787 5.384
H: -4.089 -1.984 2.811
H: -3.141 -1.345 1.447
H: -4.417 -0.357 2.161
H: -0.834 0.099 3.838
C: 0.857 -3.073 -6.197
C: 0.545 -1.975 -5.215
C: 0.419 -0.661 -5.631
C: 0.153 0.334 -4.693
C: 0.081 1.783 -5.104
C: -0.012 -0.024 -3.368
C: 0.076 -1.343 -2.898
C: 0.386 -2.302 -3.867
N: -0.097 -1.566 -1.504
C: -0.474 -2.960 -1.110
C: -0.957 -2.970 0.341
C: -1.406 -4.359 0.805
C: -2.560 -4.852 -0.069
C: -2.092 -4.866 -1.523
C: -0.893 -5.807 -1.678
C: 0.246 -5.362 -0.756
C: -0.242 -5.345 0.694
C: 0.712 -3.949 -1.132
C: -1.683 -3.450 -1.937
H: 0.872 -2.699 -7.219
H: 0.112 -3.869 -6.139
H: 1.830 -3.521 -5.987
H: 0.540 -0.402 -6.676
H: -0.768 1.954 -5.769
H: 0.982 2.070 -5.647
H: -0.030 2.431 -4.238
H: -0.193 0.797 -2.674
H: 0.485 -3.345 -3.618
H: -1.786 -2.269 0.428
H: -0.160 -2.616 0.994
H: -1.734 -4.286 1.847
H: -3.425 -4.190 0.035
H: -2.870 -5.852 0.247
H: -2.906 -5.203 -2.170
H: -0.554 -5.810 -2.719
H: -1.187 -6.831 -1.433
H: 1.088 -6.052 -0.856
H: 0.577 -5.041 1.357
H: -0.562 -6.343 1.005
H: 1.250 -3.963 -2.077
H: 1.425 -3.614 -0.371
H: -2.506 -2.752 -1.747
H: -1.498 -3.425 -3.006

Cartesian forces, eV/Å:
-0.004 0.044 0.143
-0.031 0.030 0.009
0.034 -0.001 0.010
-0.013 -0.018 0.062
-0.002 0.082 -0.137
0.017 0.008 0.031
-0.022 -0.003 -0.012
-0.026 0.107 -0.100
0.006 -0.010 0.097
0.001 -0.035 -0.015
-0.002 0.041 -0.013
0.049 -0.036 -0.015
0.164 -0.126 -0.153
0.002 -0.001 0.005
0.005 -0.004 0.007
-0.003 -0.010 -0.028
-0.016 -0.002 -0.015
-0.006 0.009 -0.023
-0.009 0.006 -0.007
-0.016 0.004 0.005
-0.020 -0.003 -0.006
-0.040 -0.031 -0.053
0.058 0.002 0.101
-0.031 0.006 -0.190
0.019 0.007 0.061
0.051 -0.189 0.017
-0.003 0.014 0.017
0.011 0.012 0.019
0.009 -0.001 0.013
0.008 -0.045 0.016
-0.109 -0.014 0.057
-0.029 0.017 0.033
-0.105 -0.075 0.018
0.354 0.152 0.002
0.067 -0.025 -0.082
-0.032 -0.028 0.046
0.062 0.002 -0.004
0.001 -0.003 0.003
0.008 -0.002 -0.013
-0.037 -0.001 -0.037
0.014 -0.014 0.009
-0.012 -0.003 0.012
-0.007 -0.026 0.032
-0.040 0.010 -0.014
-0.007 -0.013 -0.002
-0.011 0.032 0.003
0.024 -0.007 -0.055
0.005 0.015 0.002
0.006 0.004 0.000
-0.006 0.001 0.011
0.054 0.044 0.001
0.002 -0.011 -0.022
-0.013 0.006 0.012
0.010 -0.055 0.056
0.016 -0.010 -0.099
-0.082 -0.024 -0.062
0.002 0.003 0.001
0.001 0.005 0.003
0.001 -0.012 -0.015
0.027 -0.013 0.047
-0.018 -0.013 -0.024
-0.013 0.007 0.102
0.010 -0.085 0.014
0.225 0.154 0.087
-0.305 -0.195 0.003
-0.003 0.036 0.009
0.034 -0.011 0.003
-0.036 -0.021 -0.010
-0.010 -0.007 -0.019
0.011 0.014 0.023
0.004 -0.024 0.012
-0.015 -0.012 -0.016
-0.014 -0.004 0.010
0.003 0.022 -0.016
0.019 -0.015 0.097
0.196 0.139 -0.024
-0.039 -0.101 -0.023
-0.254 0.025 0.190
0.044 0.122 -0.156
0.061 -0.100 0.026
0.016 0.177 0.114
-0.068 0.036 -0.014
0.012 0.042 -0.066
-0.002 -0.025 0.023
0.025 0.000 0.003
0.016 0.004 -0.008
-0.009 0.026 0.009
-0.012 -0.007 0.011
0.001 0.048 -0.040
-0.054 -0.014 0.008
0.020 -0.050 0.005
0.001 0.006 -0.006
0.005 -0.005 -0.013
0.004 -0.004 0.001
-0.001 -0.009 -0.019
0.003 0.001 -0.004
0.001 0.008 -0.009
0.011 0.030 0.021
-0.308 0.010 -0.080
-0.018 -0.006 0.027
-0.008 0.028 -0.016
0.034 -0.029 0.018
0.007 -0.008 0.003
-0.008 0.001 0.008
-0.012 -0.002 0.001
-0.001 0.004 -0.003
0.003 -0.007 -0.002
0.002 -0.006 -0.005
-0.003 0.004 0.004
0.004 -0.006 0.011
0.008 -0.011 0.004
-0.023 -0.019 -0.016
0.083 0.046 0.006
-0.001 0.006 -0.016
0.028 -0.012 -0.040

Kohn-Sham gap   7.19 eV
Relative energy (zero: lowest compared OMol25 entry of this formula, charge and spin)   0.00 kJ/mol
Net charge   +1
Spin multiplicity   1